72
Properties=species:S:1:pos:R:3:forces:R:3:lowdin_charge:R:1 method="wB97M-V/def2-TZVPD" total_charge=-1
C -0.2335 1.9659 -2.2152 0.12 0.01 1.12 -0.15
O -1.1757 2.4454 -3.1646 0.86 -0.10 -0.30 -0.19
C -0.7039 2.2901 -4.4943 -0.93 -0.82 -0.38 -0.25
C -1.4455 1.1007 -5.2059 0.93 1.37 -0.56 -0.15
C -0.7432 0.8642 -6.5992 -0.65 -1.69 0.88 -0.20
C -0.3509 -0.6679 -6.7081 0.64 1.18 -0.34 -0.20
C 1.1351 -0.9318 -6.2230 -1.29 -1.26 -0.53 -0.19
C 1.1744 -2.2599 -5.3859 0.99 0.94 0.57 -0.22
C 1.1673 -2.0205 -3.8260 -0.67 -1.23 -0.31 -0.21
C 0.3416 -3.1954 -3.1654 -0.32 1.49 -0.45 -0.25
C -1.2065 -2.9068 -3.2900 0.69 -1.20 0.32 -0.20
C -1.9997 -3.4022 -2.0191 -0.97 0.12 -1.12 -0.31
C -2.8847 -2.2869 -1.3713 0.19 -0.53 0.11 -0.38
Ga -1.9273 -1.1556 0.0491 -0.36 0.33 -0.04 0.19
H -0.7732 1.5810 -1.3271 0.23 0.16 -0.68 0.01
H 0.3942 1.1348 -2.5972 -0.44 0.31 0.06 0.07
H 0.4510 2.7690 -1.8470 -0.37 -0.28 -0.45 0.08
H 0.3800 2.0367 -4.5298 -0.50 0.47 0.14 0.11
H -0.9131 3.2256 -5.0521 0.33 -0.37 0.22 0.12
H -2.4915 1.3950 -5.4204 0.42 -0.35 0.57 0.11
H -1.3911 0.2159 -4.5413 -0.15 0.45 -0.43 0.10
H -1.4705 1.0888 -7.4003 0.55 0.18 0.25 0.09
H 0.1770 1.4719 -6.6958 -0.54 -0.13 -0.14 0.10
H -0.4492 -0.9239 -7.7861 0.10 -0.31 0.71 0.10
H -1.0402 -1.2909 -6.1031 0.22 0.43 -0.48 0.09
H 1.7304 -1.1245 -7.1391 -0.01 0.60 0.56 0.10
H 1.4958 -0.0550 -5.6566 0.10 -0.51 -0.24 0.10
H 0.3361 -2.9184 -5.6946 0.49 0.37 0.19 0.10
H 2.1354 -2.7791 -5.5947 -0.67 0.08 -0.07 0.07
H 2.2026 -2.0531 -3.4348 -0.46 0.31 -0.28 0.06
H 0.6997 -1.0460 -3.5793 0.27 -0.48 -0.01 0.09
H 0.6295 -3.3390 -2.1088 -0.17 0.12 -0.45 0.07
H 0.6011 -4.1028 -3.7321 -0.27 0.21 0.48 0.04
H -1.4018 -1.8461 -3.5362 0.10 -0.40 0.43 0.08
H -1.5485 -3.5067 -4.1643 -0.02 0.53 0.41 0.10
H -1.3176 -3.9137 -1.3120 -0.27 0.47 -0.19 0.08
H -2.6890 -4.1978 -2.3997 0.47 0.27 0.34 0.08
H -3.7621 -2.7856 -0.8955 0.47 0.38 -0.18 0.02
H -3.3002 -1.6365 -2.1726 0.23 -0.35 0.35 0.03
H -0.6699 -0.3235 -0.5368 -0.13 -0.40 -0.08 -0.16
H -2.9861 -0.0124 0.5444 -0.07 0.15 0.01 -0.14
H -1.5398 -1.9800 1.3875 0.12 -0.16 -0.16 -0.14
C 2.4823 -0.2147 1.9517 0.20 -0.01 -0.16 -1.01
Cl 1.9524 -0.4735 0.2878 0.27 -0.02 0.13 0.49
Cl 1.1087 -0.2147 3.0670 0.19 -0.28 0.31 0.48
H 3.1600 -1.0130 2.2379 -0.11 -0.02 -0.01 0.02
H 2.9912 0.7430 2.0130 -0.13 0.00 0.01 0.02
C 3.9608 -4.8080 -2.3860 0.15 -0.12 0.02 -0.98
Cl 3.3934 -3.6078 -1.2216 0.03 -0.03 -0.04 0.54
Cl 3.0071 -4.8272 -3.8840 0.52 -0.21 0.16 0.60
H 4.9917 -4.5798 -2.6376 -0.09 0.06 -0.06 0.02
H 3.9034 -5.7898 -1.9267 -0.12 0.06 -0.04 0.02
C -1.4843 3.1896 1.3246 -0.10 -0.25 -0.03 -1.00
Cl -0.0839 2.1175 1.3454 -0.22 0.34 0.07 0.49
Cl -1.0925 4.7631 0.6091 -0.05 0.16 0.00 0.48
H -2.2700 2.7202 0.7385 0.13 -0.05 -0.07 0.02
H -1.8236 3.3439 2.3441 0.09 0.05 -0.05 0.02
C 0.9719 2.8684 5.4257 0.07 0.03 -0.22 -1.01
Cl -0.3360 2.6331 6.5939 -0.14 -0.02 -0.11 0.53
Cl 2.5332 3.0488 6.2360 0.04 0.02 -0.03 0.50
H 1.0139 2.0066 4.7689 -0.01 -0.07 0.08 -0.03
H 0.7695 3.7652 4.8491 0.00 0.01 0.13 0.03
C -0.2027 2.8286 10.2287 0.02 -0.13 -0.12 -1.02
Cl 1.3581 3.3708 10.8584 0.04 -0.05 -0.01 0.50
Cl -1.5429 3.6652 11.0243 -0.11 -0.01 -0.03 0.52
H -0.2428 3.0338 9.1639 0.05 0.11 0.14 -0.05
H -0.3010 1.7623 10.4057 0.01 0.08 0.10 0.03
C -0.5276 2.9995 14.5716 0.04 0.05 -0.13 -1.05
Cl -0.2666 3.8603 16.0947 0.04 0.06 -0.01 0.49
Cl -1.3700 1.4673 14.8327 0.00 -0.02 -0.09 0.49
H -1.1255 3.6212 13.9144 -0.03 -0.05 0.10 -0.01
H 0.4351 2.7969 14.1131 -0.03 -0.03 0.10 0.01

***

78
Properties=species:S:1:pos:R:3:forces:R:3:lowdin_charge:R:1 method="wB97M-V/def2-TZVPD" de_lowest_ev=4.001 total_charge=-1
Cs -1.7714 -0.4524 7.1069 0.19 0.06 -0.88 0.93
S -0.5880 0.0205 1.7200 -0.76 2.84 0.52 0.06
O 0.3307 -0.5154 0.7154 0.59 -0.58 -1.13 -0.48
O 0.1372 0.9333 2.6349 1.27 0.59 0.86 -0.52
O -1.7134 0.8142 1.1694 -0.04 -0.22 -1.10 -0.49
O -1.1602 -1.0333 2.5346 -0.97 -2.94 1.63 -0.51
C 4.8851 4.0229 3.6347 -0.78 0.10 -0.82 0.00
C 4.4451 4.3612 5.0457 2.10 0.62 0.27 -0.57
O 5.2096 4.9641 5.7883 0.11 0.27 0.10 0.01
N 3.2187 4.0495 5.4531 -1.88 -0.86 1.11 0.03
C 2.6387 4.4282 6.7726 -0.18 0.52 -0.60 -0.06
H 5.9074 3.6750 3.4868 -0.14 -0.31 0.75 0.08
H 4.8856 4.9385 3.0434 -0.22 0.34 0.22 0.08
H 4.1758 3.3846 3.1077 0.10 -0.29 0.10 0.08
H 2.7034 3.3493 4.9391 -0.05 0.23 -0.13 0.14
H 1.7343 3.8500 6.9620 0.21 -0.30 -0.22 0.07
H 2.2878 5.4601 6.7652 0.08 0.19 -0.37 0.08
H 3.2624 4.4041 7.6663 0.59 -0.57 -0.48 0.08
C -2.5983 -6.4300 3.9880 -0.08 0.64 -0.37 -0.01
C -3.5459 -6.5436 2.8158 -0.04 0.99 0.23 -0.57
O -4.1800 -7.5569 2.6398 -0.39 -0.55 -0.66 0.04
N -3.5991 -5.4179 2.0362 0.56 -0.38 0.74 0.00
C -4.0920 -5.3250 0.6974 -1.09 0.02 -0.53 -0.08
H -2.3543 -5.3849 4.1784 0.04 0.01 0.19 0.07
H -1.6820 -6.8972 3.6271 0.07 -0.30 0.51 0.09
H -3.0467 -6.8833 4.8721 0.34 -0.21 -0.17 0.08
H -3.0742 -4.6238 2.3739 0.06 -0.13 -0.22 0.13
H -5.0303 -5.8617 0.5574 -0.07 -0.13 0.39 0.08
H -3.4372 -5.7352 -0.0714 0.40 0.23 0.12 0.08
H -4.3289 -4.2770 0.5135 0.28 -0.06 -0.27 0.09
C 2.5212 -5.7858 1.0684 -0.54 -1.05 1.17 0.00
C 3.3473 -5.1298 2.1498 0.54 -1.11 -0.09 -0.59
O 4.0543 -5.7623 2.9283 -0.03 -0.24 -0.11 0.01
N 3.3487 -3.8145 2.1098 -0.05 2.19 -0.47 0.01
C 4.1812 -2.9611 2.9302 -0.47 -0.15 0.89 -0.06
H 2.0770 -6.6687 1.5279 -0.07 -0.11 0.13 0.07
H 3.1951 -6.2223 0.3312 -0.18 0.60 -0.41 0.08
H 1.6699 -5.1857 0.7470 0.47 0.15 -0.60 0.08
H 2.5872 -3.3219 1.6654 0.03 -0.15 -0.29 0.15
H 4.3233 -1.9901 2.4557 0.05 -0.21 -0.09 0.09
H 5.1234 -3.4310 3.2120 -0.08 -0.08 -0.41 0.08
H 3.6342 -2.8028 3.8596 0.17 0.32 0.27 0.08
C 3.0332 2.5518 -2.2289 -0.28 -0.44 0.71 0.00
C 4.1923 1.6323 -2.6944 -1.33 1.70 0.92 -0.57
O 5.1413 2.1165 -3.2461 1.50 0.21 -1.15 0.04
N 4.0578 0.3396 -2.3715 -0.50 -0.63 0.01 0.01
C 4.9389 -0.7243 -2.8020 0.29 -0.60 0.14 -0.08
H 3.3407 3.4834 -1.7538 0.72 -0.09 -0.32 0.07
H 2.4407 2.0880 -1.4403 -0.25 -0.30 -0.14 0.07
H 2.3518 2.8543 -3.0241 0.17 -0.33 -0.25 0.07
H 3.2290 0.1510 -1.8260 0.16 -0.50 -0.07 0.14
H 5.1333 -1.4234 -1.9886 0.09 0.23 0.26 0.08
H 5.8964 -0.3667 -3.1807 -0.19 0.44 0.27 0.08
H 4.5493 -1.3696 -3.5894 -0.50 0.28 -0.25 0.07
C -1.6160 -1.1796 -4.6171 0.29 1.19 0.83 -0.22
C -0.3999 -1.8912 -5.0709 1.08 -0.82 -0.65 -0.16
O -0.8083 -2.4644 -6.3427 -0.44 -1.13 -0.68 -0.21
S -2.3876 -2.9385 -6.3123 0.21 0.33 1.43 0.75
O -2.5343 -4.1832 -5.5570 0.30 2.03 -1.66 -0.26
O -3.0499 -2.7861 -7.6136 1.79 0.00 2.92 -0.25
O -2.7104 -1.6924 -5.2620 -2.95 -2.62 -2.74 -0.21
H -1.5754 -0.1676 -5.0198 0.15 0.46 1.15 0.14
H -1.8026 -1.3896 -3.5639 0.33 1.08 0.18 0.15
H -0.0107 -2.5973 -4.3374 -0.44 -0.67 -0.34 0.13
H 0.4559 -1.2447 -5.2651 -0.31 0.18 -0.34 0.13
C -6.1809 6.9759 -4.0914 -0.06 -0.29 1.64 -0.16
C -4.9791 6.0015 -4.0903 0.12 0.27 0.25 -0.15
C -4.4490 5.8958 -2.6194 -1.04 0.83 -0.52 -0.16
O -5.1018 7.0066 -1.9390 0.08 -0.71 -0.81 -0.16
C -6.3891 7.1333 -2.5725 0.37 0.86 0.50 -0.22
H -7.1062 6.6275 -4.5503 0.20 -0.15 -0.18 0.10
H -5.8824 7.9233 -4.5403 -0.15 -0.02 0.04 0.10
H -4.2682 6.5664 -4.6934 0.49 -1.01 -0.23 0.10
H -5.2411 5.0006 -4.4333 0.29 0.22 -0.49 0.11
H -3.3614 5.9511 -2.5730 -0.11 0.47 0.18 0.11
H -4.7237 4.9603 -2.1319 -0.25 -0.11 -0.09 0.11
H -6.7687 8.1045 -2.2551 0.03 0.15 -0.18 0.11
H -7.0971 6.4133 -2.1621 0.05 -0.49 -0.11 0.11

***

74
Properties=species:S:1:pos:R:3:forces:R:3:lowdin_charge:R:1 method="wB97M-V/def2-TZVPD" de_lowest_ev=0.000 total_charge=+1
C 3.4659 3.5149 -2.9789 -0.80 0.40 0.84 -0.07
C 2.2644 2.6857 -2.4546 -0.18 -0.30 -1.01 -0.19
N 2.6084 1.4979 -1.6236 1.19 0.05 -0.55 -0.08
C 3.6502 1.7542 -0.6432 0.06 0.17 1.29 -0.16
C 3.3556 1.0205 0.6978 0.40 1.01 -0.57 -0.06
N 3.6610 -0.4006 0.5108 0.94 -0.29 0.88 -0.02
C 4.9189 -0.9835 0.7049 -0.29 0.20 -0.12 0.01
C 4.7828 -2.2817 0.3943 0.56 -1.30 -0.29 -0.03
N 3.4701 -2.5118 0.0135 0.34 0.84 0.28 0.15
C 2.8471 -1.3471 0.1109 -1.85 0.66 -0.37 -0.07
C 2.9136 0.3900 -2.5061 -0.62 -0.71 -0.18 -0.46
C 4.2660 0.1689 -3.2005 -0.25 -0.47 0.39 0.01
O 2.0220 -0.3953 -2.7486 0.34 0.36 0.13 0.07
H 4.3398 2.9049 -3.2298 -0.26 0.15 -0.06 0.07
H 3.7326 4.2474 -2.2024 0.27 -0.17 -0.37 0.07
H 3.1144 4.0850 -3.8485 0.32 -0.18 0.15 0.09
H 1.5127 3.2891 -1.9298 0.43 -0.01 0.02 0.13
H 1.7421 2.2920 -3.3424 -0.01 0.00 0.40 0.12
H 4.6664 1.4487 -0.9431 -0.27 0.15 -0.13 0.11
H 3.7299 2.8172 -0.3734 -0.26 -0.22 -0.35 0.13
H 4.0243 1.4306 1.4667 -0.07 -0.42 -0.14 0.14
H 2.3355 1.2090 1.0509 0.11 -0.48 -0.23 0.13
H 5.8142 -0.4692 1.0282 -0.38 0.14 -0.01 0.15
H 5.5279 -3.0672 0.3880 -0.21 0.15 0.05 0.14
H 3.0142 -3.3538 -0.3065 0.29 -0.09 0.06 0.19
H 1.8105 -1.1206 -0.1266 0.22 -0.37 -0.02 0.18
H 4.2183 0.6485 -4.1872 0.20 0.15 0.35 0.10
H 5.1484 0.4513 -2.6183 -0.20 0.32 -0.36 0.07
H 4.3447 -0.9089 -3.3983 -0.10 0.30 0.04 0.09
O 0.5291 1.3051 3.3072 0.42 -0.16 -0.02 -0.30
S -0.0501 0.8711 4.5482 -0.89 0.00 0.24 0.58
O 0.6435 1.0452 5.7840 0.36 0.05 -0.20 -0.26
O -0.4786 -0.6658 4.4077 -0.07 0.19 -0.18 -0.26
C 0.5053 -1.6054 3.9577 0.46 -0.50 0.06 -0.27
C 1.4661 -1.9976 5.0644 0.13 0.24 0.09 -0.07
C -1.6706 1.5373 4.6963 -0.07 -0.03 -0.13 -0.11
H 1.0410 -1.2093 3.0901 -0.09 0.18 0.04 0.10
H -0.0444 -2.4851 3.6238 -0.23 0.17 0.03 0.12
H 2.0983 -1.1576 5.3527 -0.02 -0.01 0.00 0.07
H 2.1129 -2.8132 4.7368 -0.07 -0.03 -0.03 0.08
H 0.9206 -2.3123 5.9536 -0.02 -0.07 -0.06 0.09
H -2.2164 1.3482 3.7756 -0.03 -0.04 0.05 0.07
H -1.5752 2.6085 4.8631 0.12 -0.03 0.02 0.09
H -2.1668 1.0716 5.5432 0.03 0.01 -0.01 0.07
O -2.2608 -1.4564 -7.4913 0.18 -0.22 -0.02 -0.27
S -1.2522 -0.5056 -7.8433 -0.10 0.57 0.06 0.58
O -0.1611 -0.8635 -8.6942 -0.06 -0.24 0.00 -0.27
O -0.6674 0.1416 -6.5017 -0.18 0.13 -0.12 -0.27
C -0.1963 -0.7495 -5.4786 0.38 -0.41 0.44 -0.26
C 1.1806 -1.2986 -5.7957 0.04 -0.17 -0.31 -0.08
C -2.0187 0.9492 -8.4760 -0.01 0.11 0.07 -0.12
H -0.9145 -1.5551 -5.3140 -0.08 0.07 -0.17 0.12
H -0.1520 -0.1648 -4.5601 -0.13 0.19 -0.15 0.11
H 1.1494 -1.9675 -6.6559 -0.02 0.03 0.00 0.07
H 1.5721 -1.8564 -4.9452 -0.06 0.08 0.06 0.07
H 1.8719 -0.4900 -6.0398 -0.02 0.02 0.08 0.08
H -2.8077 1.2553 -7.7940 0.02 -0.03 0.00 0.08
H -2.4362 0.7032 -9.4501 0.05 -0.10 0.02 0.08
H -1.2661 1.7274 -8.5765 0.01 -0.04 -0.01 0.07
O -5.8898 0.2484 6.6076 0.02 0.38 -0.16 -0.26
S -5.4450 -0.3359 5.3815 -0.06 -0.84 -0.10 0.57
O -4.8553 0.4569 4.3420 0.01 0.25 0.23 -0.29
O -6.6234 -1.2068 4.7612 0.26 -0.02 0.14 -0.26
C -7.9068 -0.5787 4.5715 -0.67 0.40 -0.27 -0.25
C -7.9323 0.2974 3.3347 0.28 0.15 -0.02 -0.07
C -4.3589 -1.6754 5.7508 0.00 -0.10 -0.04 -0.12
H -8.1894 -0.0151 5.4622 0.20 -0.05 0.07 0.12
H -8.6268 -1.3878 4.4601 0.25 -0.19 0.09 0.12
H -7.2914 1.1706 3.4576 -0.04 0.00 0.01 0.07
H -8.9463 0.6460 3.1375 -0.02 -0.07 0.05 0.08
H -7.5693 -0.2520 2.4655 -0.09 -0.05 0.01 0.08
H -4.8300 -2.3136 6.4937 -0.02 0.03 -0.01 0.08
H -3.4365 -1.2540 6.1465 -0.04 0.07 -0.01 0.07
H -4.1566 -2.2260 4.8353 -0.02 0.03 0.00 0.08

***

| no. | orbital gap (Ha) |
| --- | --- |
| 1 | 0.240 |
| 2 | 0.093 |
| 3 | 0.357 |